(1)
Below is 3 unconnected molecules or ions with the total composition C26H51FNO4, with properties calculated with ωB97M-V/def2-TZVPD.

Atoms and positions in Å:
C (-1.3668, -1.3393, 2.3191)
O (-1.5377, -1.6352, 0.9483)
C (-1.8338, -0.5071, 0.1586)
C (-1.7365, -0.8693, -1.3349)
C (-1.0861, -2.2231, -1.6240)
C (0.3741, -2.4125, -1.1419)
C (1.1153, -1.1374, -0.9359)
C (1.5630, -0.7940, 0.3055)
C (2.2114, 0.4036, 0.5455)
C (2.6960, 0.6895, 1.9305)
C (1.6008, 1.2829, 2.8309)
C (2.1601, 1.8526, 4.1271)
F (2.0513, 0.9024, 5.1398)
C (2.3535, 1.3163, -0.5135)
C (2.9436, 2.6780, -0.2616)
C (1.9424, 0.9365, -1.7778)
C (2.0512, 1.8975, -2.9275)
C (1.0347, 3.0592, -2.7745)
C (0.1175, 3.2491, -3.9792)
O (-0.4390, 2.0281, -4.4561)
N (1.3806, -0.2967, -1.9728)
C (1.0685, -0.7488, -3.3394)
H (-0.8092, -2.1556, 2.7722)
H (-0.8073, -0.4070, 2.4503)
H (-2.3283, -1.2314, 2.8259)
H (-1.1583, 0.3210, 0.4100)
H (-2.8458, -0.1468, 0.3739)
H (-2.7487, -0.9237, -1.7349)
H (-1.2549, -0.0450, -1.8629)
H (-1.0953, -2.3664, -2.7047)
H (-1.7284, -2.9932, -1.2100)
H (0.3599, -2.9472, -0.1970)
H (0.8972, -3.0568, -1.8494)
H (1.3920, -1.4858, 1.1183)
H (3.5490, 1.3617, 1.9058)
H (3.0543, -0.2480, 2.3595)
H (1.0864, 2.0735, 2.2822)
H (0.9058, 0.4900, 3.1030)
H (3.2148, 2.1135, 4.0402)
H (1.5928, 2.7277, 4.4425)
H (3.1536, 3.2308, -1.1686)
H (3.8752, 2.5885, 0.2901)
H (2.2566, 3.2756, 0.3395)
H (1.8654, 1.4129, -3.8721)
H (3.0659, 2.2868, -2.9286)
H (1.5802, 3.9911, -2.6232)
H (0.4267, 2.9160, -1.8800)
H (0.6273, 3.7858, -4.7810)
H (-0.7199, 3.8745, -3.6731)
H (0.0848, 1.7150, -5.1975)
H (0.9752, -1.8247, -3.3413)
H (1.8913, -0.4995, -3.9974)
H (0.1474, -0.2931, -3.6918)
C (-1.5097, 5.1780, 2.9059)
C (-0.4569, 4.7883, 1.8849)
O (-0.8157, 3.6782, 1.0780)
C (-1.9880, 3.8272, 0.2915)
C (-1.9049, 4.9299, -0.7503)
H (-1.7923, 4.3169, 3.5129)
H (-1.1194, 5.9549, 3.5629)
H (-2.4114, 5.5687, 2.4331)
H (0.4513, 4.4698, 2.4017)
H (-0.1842, 5.6523, 1.2680)
H (-2.8705, 3.9491, 0.9275)
H (-2.0988, 2.8667, -0.2160)
H (-1.8671, 5.9345, -0.3285)
H (-2.7732, 4.8855, -1.4074)
H (-0.9953, 4.7859, -1.3385)
C (-0.5147, -5.2915, 2.0411)
C (-1.4680, -5.2032, 0.8602)
O (-0.9542, -5.7569, -0.3372)
C (-0.6458, -7.1429, -0.2909)
C (-1.8360, -8.0313, 0.0231)
H (0.4526, -4.8519, 1.7864)
H (-0.9308, -4.7545, 2.8945)
H (-0.3395, -6.3207, 2.3548)
H (-1.6584, -4.1530, 0.6336)
H (-2.4335, -5.6538, 1.1132)
H (0.1704, -7.3307, 0.4155)
H (-0.2650, -7.3764, -1.2851)
H (-2.2091, -7.8782, 1.0365)
H (-1.5481, -9.0786, -0.0658)
H (-2.6534, -7.8345, -0.6715)

Forces on atoms 1 to 6 (eV/Å):
-0.2 0.1 0.0
0.3 -0.1 0.0
-0.2 0.2 -0.2
-0.3 -0.1 0.3
0.2 0.4 -0.4
-0.5 -0.3 0.0

Output
- Frontier orbital gap: 8.511 eV
- Total charge: +1
- Highest occupied orbital energy: -11.62 eV
- Largest force on an atom: 0.614 eV Å⁻¹

=====

(2)
Below is a molecular structure, C26H51HoN5SbSi3, with properties calculated with ωB97M-V/def2-TZVPD.

Atoms and positions in Å:
Ho (1.2549, -0.5200, 1.2357)
N (3.6138, -0.9848, 2.0790)
C (3.6263, -1.5950, 3.4351)
C (2.7049, -0.8237, 4.3595)
N (1.2947, -0.8469, 3.9052)
C (0.5202, -2.0277, 4.3558)
C (0.5287, -3.1565, 3.3443)
N (0.0712, -2.6479, 2.0316)
H (4.1339, -1.5770, 1.4335)
H (4.1511, -0.1193, 2.1210)
H (4.6317, -1.6004, 3.8591)
H (3.3173, -2.6341, 3.3408)
H (3.0261, 0.2219, 4.3831)
H (2.8030, -1.2090, 5.3780)
H (0.8513, -0.0433, 4.3391)
H (-0.5108, -1.7007, 4.5083)
H (0.8879, -2.3935, 5.3182)
H (-0.1085, -3.9627, 3.7127)
H (1.5258, -3.5761, 3.2169)
H (-0.9242, -2.4382, 2.0841)
H (0.1440, -3.3874, 1.3361)
C (-1.3406, -1.3775, -2.9442)
Sb (-0.8596, -0.8631, -0.9483)
C (1.3572, -0.5843, -1.0640)
C (1.7366, -1.8962, -1.6978)
C (2.0101, -3.0352, -0.9335)
C (2.4026, -4.2200, -1.5402)
C (2.5156, -4.2466, -2.9178)
C (2.2308, -3.0786, -3.6137)
N (1.8433, -1.9458, -3.0351)
Si (2.4940, 0.7622, -1.7064)
C (2.3714, 2.1797, -0.4526)
C (4.1982, 0.0219, -1.3637)
C (2.5911, 1.4166, -3.4411)
C (-1.9490, 1.0160, -0.5325)
C (-1.3073, 1.8054, 0.5601)
C (-1.8693, 3.0385, 0.9469)
C (-1.3541, 3.7850, 1.9773)
C (-0.2431, 3.3106, 2.6741)
C (0.2479, 2.0988, 2.2790)
N (-0.2465, 1.3470, 1.2711)
Si (-2.3164, 2.0308, -2.1475)
C (-0.7008, 2.2010, -3.0475)
C (-2.9211, 3.7865, -1.9084)
C (-3.6261, 1.1871, -3.1711)
Si (-3.5862, 0.3457, 0.2929)
C (-4.9136, 1.6498, 0.3922)
C (-4.2583, -1.1393, -0.6165)
C (-3.1266, -0.1625, 2.0426)
H (-0.7081, -2.2273, -3.1870)
H (-1.1414, -0.5651, -3.6343)
H (-2.3826, -1.6851, -2.9814)
H (1.9706, -2.9958, 0.1561)
H (2.6280, -5.0995, -0.9507)
H (2.8248, -5.1389, -3.4426)
H (2.3170, -3.0528, -4.6942)
H (2.6133, 1.8533, 0.5767)
H (1.4012, 2.6782, -0.4205)
H (3.1195, 2.9417, -0.6841)
H (4.4038, -0.0433, -0.2900)
H (4.9872, 0.6386, -1.7993)
H (4.3047, -0.9785, -1.7874)
H (1.7318, 1.9765, -3.7944)
H (2.7581, 0.5833, -4.1253)
H (3.4643, 2.0730, -3.4836)
H (-2.7366, 3.3928, 0.4187)
H (-1.8094, 4.7294, 2.2454)
H (0.2103, 3.8586, 3.4864)
H (1.1135, 1.6987, 2.8094)
H (-0.0215, 2.8228, -2.4572)
H (-0.8459, 2.7025, -4.0072)
H (-0.2019, 1.2530, -3.2399)
H (-2.1933, 4.4393, -1.4259)
H (-3.8747, 3.8804, -1.3877)
H (-3.0739, 4.1762, -2.9193)
H (-3.4528, 0.1356, -3.3832)
H (-3.6748, 1.7075, -4.1312)
H (-4.6108, 1.2813, -2.7088)
H (-5.0796, 2.1610, -0.5558)
H (-4.7164, 2.4014, 1.1575)
H (-5.8532, 1.1585, 0.6578)
H (-4.5127, -0.9147, -1.6520)
H (-5.1821, -1.4414, -0.1162)
H (-3.5926, -2.0049, -0.6088)
H (-2.9997, 0.7086, 2.6899)
H (-2.1939, -0.7331, 2.0628)
H (-3.9136, -0.7830, 2.4759)

Forces on atoms 1 to 6 (eV/Å):
-0.6 0.0 0.2
-0.2 0.1 0.0
0.1 0.0 0.0
0.0 -0.1 0.0
0.1 0.2 0.1
0.0 0.0 0.0

Output
- Frontier orbital gap (alpha / beta): 7.837 / 7.901 eV
- Total charge: +2
- Expectation value of S²: 6.00
- Highest occupied orbital energy (alpha / beta): -13.15 / -13.16 eV
- Largest force on an atom: 0.622 eV Å⁻¹
- Spin multiplicity: 5